# 1
{
  "formula": "C6H10",
  "method": "ωB97M-V with the def2-TZVPD basis set",
  "elements": ["C", "C", "C", "C", "C", "C", "H", "H", "H", "H", "H", "H", "H", "H", "H", "H"],
  "coordinates": [[0.9917, 0.0289, -0.7990], [0.1460, -0.6244, 0.2510], [-1.2857, -0.4385, 0.1677], [0.8554, -1.2185, 1.2998], [2.2653, 0.4914, -0.6241], [-1.7538, 0.8101, -0.6079], [-2.8185, 0.9902, -0.4257], [1.8913, -1.6021, 1.1618], [2.6785, 0.4378, 0.4537], [0.4614, 0.1460, -1.7385], [-1.6523, 0.6813, -1.6772], [-1.8899, 0.5188, 1.8880], [2.8224, 0.8616, -1.4042], [-1.8659, -1.3661, 0.1046], [-1.1342, 1.6599, -0.2776], [0.2883, -1.3764, 2.2277]],
  "atomic_forces_ev_per_a": [[0.836, 0.117, 0.023], [3.695, -0.347, 2.076], [-1.602, 2.572, 2.023], [-1.801, 0.190, -1.674], [-2.774, -1.796, 3.495], [-0.115, -0.702, 0.506], [0.357, 0.101, 0.083], [-0.919, 0.765, 0.320], [-0.437, 0.207, -2.084], [0.515, 0.055, -0.292], [0.187, -0.061, -0.472], [0.920, -1.913, -2.132], [1.224, 0.889, -1.545], [-0.099, 0.575, 0.309], [-0.478, -0.285, -0.277], [0.491, -0.367, -0.361]],
  "lowdin_charge": [-0.1580, -0.3756, -0.1484, 0.0547, 0.0347, -0.1850, 0.0618, 0.0729, 0.0909, 0.0864, 0.0571, 0.1635, 0.0162, 0.0911, 0.0794, 0.0583]
}

# 2
{
  "formula": "C5H5NO",
  "method": "ωB97M-V with the def2-TZVPD basis set",
  "elements": ["O", "N", "C", "C", "C", "C", "C", "H", "H", "H", "H", "H"],
  "coordinates": [[2.6775, -0.7519, -0.4803], [-0.6995, 2.8005, 0.6461], [0.0658, -0.7467, -0.7042], [-0.6440, -0.9695, 0.6064], [-0.0929, 1.8339, 0.3949], [-0.9490, 0.1028, -0.3611], [1.7252, -0.1464, -0.2523], [-1.3257, -1.8084, 0.7379], [0.9065, 1.2249, 0.3249], [0.2401, -1.3547, -1.5843], [-0.0792, -0.7065, 1.5102], [-1.8247, 0.5220, -0.8382]],
  "atomic_forces_ev_per_a": [[-0.586, 0.529, 0.222], [0.778, -1.228, -0.320], [-0.236, 0.067, -0.152], [-0.018, -0.024, 0.196], [-0.576, 0.998, 0.251], [0.015, -0.160, -0.163], [0.549, -0.444, -0.187], [0.069, 0.148, -0.022], [-0.165, 0.033, 0.002], [-0.021, 0.158, 0.176], [-0.066, -0.025, -0.164], [0.257, -0.054, 0.161]],
  "lowdin_charge": [0.1415, 0.0910, -0.2209, -0.1082, -0.2074, -0.1404, -0.0698, 0.1048, 0.0387, 0.1382, 0.1050, 0.1275]
}

# 3
{
  "formula": "C3H9NO",
  "method": "ωB97M-V with the def2-TZVPD basis set",
  "elements": ["O", "N", "C", "C", "C", "H", "H", "H", "H", "H", "H", "H", "H", "H"],
  "coordinates": [[2.2304, 1.3964, -0.1972], [-0.5846, -1.4448, -1.0682], [1.3025, 0.8472, 1.9711], [1.2967, 1.0155, 0.4410], [-1.7599, -0.5971, -1.2179], [-2.4609, -0.5763, -0.3765], [2.3157, 1.1533, 2.2354], [0.2837, 0.7726, 0.0513], [-2.3611, -0.9508, -2.0606], [-0.7276, -2.2313, -1.6878], [-1.4979, 0.4482, -1.3859], [0.3008, -1.0931, -1.3869], [0.5091, 1.4470, 2.4025], [1.1532, -0.1869, 2.2797]],
  "atomic_forces_ev_per_a": [[0.153, 0.007, -0.461], [-0.295, -1.075, 0.095], [1.130, 0.068, -1.184], [-1.301, -0.507, 1.817], [-0.289, 0.581, -0.498], [0.467, -0.373, 0.318], [-0.236, 0.158, 0.635], [0.371, 0.159, -0.671], [0.012, 0.329, -0.098], [0.046, -0.335, 0.334], [0.039, -0.011, -0.199], [0.008, 0.859, -0.006], [0.019, 0.230, 0.148], [-0.124, -0.089, -0.229]],
  "lowdin_charge": [0.0523, -0.0722, -0.0446, -0.3214, -0.2075, 0.0635, 0.0745, 0.0855, 0.0667, 0.0528, 0.0592, 0.0440, 0.0719, 0.0753]
}

# 4
{
  "formula": "C15H24MgN7O4S",
  "method": "ωB97M-V with the def2-TZVPD basis set",
  "elements": ["S", "Mg", "O", "O", "O", "O", "N", "N", "N", "N", "N", "N", "N", "C", "C", "C", "C", "C", "C", "C", "C", "C", "C", "C", "C", "C", "C", "C", "H", "H", "H", "H", "H", "H", "H", "H", "H", "H", "H", "H", "H", "H", "H", "H", "H", "H", "H", "H", "H", "H", "H", "H"],
  "coordinates": [[-0.6249, 1.2490, -2.4453], [0.2100, 0.5194, -0.1266], [0.3365, -1.1927, -0.6323], [0.1877, -3.3987, -0.7635], [5.6799, -2.7315, -3.6681], [4.8789, -4.6140, -2.6114], [-0.2459, 2.5435, 0.4327], [-2.2155, -0.3488, -0.1424], [-0.0201, 0.2333, 1.9356], [-3.1166, 0.7015, -3.3191], [2.3046, 0.6047, 0.3660], [-2.8244, -0.0125, -1.3554], [-4.3052, 0.1557, -2.9588], [3.9915, -3.5907, -2.4545], [4.4817, -2.4538, -3.0927], [2.5774, -1.2470, -2.3947], [-0.4307, 1.4748, 2.6146], [2.4699, 0.3838, 1.8174], [1.2604, -0.3602, 2.3764], [-5.1479, -0.9434, -0.9219], [3.7932, -1.2669, -3.0834], [-4.1170, -0.2930, -1.7643], [0.7729, -2.3651, -1.0237], [2.7981, -3.5863, -1.7862], [5.9372, -4.1137, -3.4211], [2.0848, -2.3772, -1.7552], [-2.1774, 0.6280, -2.3635], [0.0722, 2.7060, 1.8627], [2.4010, -4.4669, -1.3009], [0.2815, 3.2074, -0.1262], [-6.0250, -1.1099, -1.5413], [1.1515, 2.7924, 1.9633], [2.5371, -0.2531, -0.1358], [6.8896, -4.2234, -2.8993], [-1.5220, 1.5028, 2.6192], [4.1726, -0.3950, -3.5984], [-2.9288, -0.7332, 0.4644], [1.2757, -1.3834, 1.9965], [-4.8112, -1.9010, -0.5229], [-1.2216, 2.7716, 0.2669], [-0.7309, -0.4664, 2.1116], [-0.3714, 3.6032, 2.2983], [2.5868, 1.3463, 2.3125], [3.3616, -0.2034, 2.0457], [-0.0877, 1.5044, 3.6530], [-2.9835, 1.0850, -4.2393], [1.9887, -0.3402, -2.4027], [1.3352, -0.3966, 3.4678], [2.9700, 1.2980, 0.0430], [5.9682, -4.6586, -4.3680], [-1.5118, -1.0841, -0.3320], [-5.4322, -0.2938, -0.0915]],
  "atomic_forces_ev_per_a": [[0.259, 0.180, -0.174], [-0.333, 1.600, -0.278], [0.224, -1.856, -0.601], [-0.016, 0.011, -0.085], [-0.011, 0.144, -0.020], [-0.128, -0.046, 0.112], [0.072, 0.472, 0.289], [0.257, -0.027, -0.155], [0.016, -0.241, 0.775], [0.165, -0.065, 0.176], [0.331, 0.050, 0.042], [-0.130, -0.141, -0.209], [-0.111, -0.034, -0.215], [0.081, 0.196, -0.088], [-0.101, -0.127, 0.114], [-0.034, -0.065, 0.045], [0.099, 0.159, -0.036], [-0.102, -0.094, 0.113], [0.162, 0.024, 0.030], [0.024, 0.026, 0.038], [0.165, 0.029, -0.098], [0.063, -0.008, 0.136], [-0.112, -0.024, 0.367], [0.039, -0.148, 0.003], [0.223, -0.193, -0.134], [-0.048, 0.058, -0.003], [-0.452, 0.098, -0.137], [-0.053, -0.102, 0.125], [-0.010, 0.018, -0.013], [-0.056, 0.022, -0.023], [-0.012, -0.024, 0.026], [0.021, 0.072, -0.037], [0.096, 0.008, -0.018], [-0.071, 0.071, 0.074], [-0.003, -0.048, 0.046], [-0.006, -0.016, -0.004], [-0.093, 0.104, 0.079], [-0.045, -0.002, 0.042], [0.028, -0.006, -0.043], [-0.026, -0.078, -0.095], [-0.001, -0.014, -0.040], [0.031, 0.005, -0.005], [0.027, 0.030, -0.035], [0.023, 0.049, -0.013], [-0.044, -0.015, 0.001], [-0.020, 0.047, -0.021], [-0.087, 0.032, -0.019], [-0.023, -0.025, -0.023], [0.018, 0.011, -0.002], [-0.106, 0.064, 0.003], [-0.182, -0.151, -0.025], [-0.005, -0.030, 0.015]],
  "lowdin_charge": [0.7260, 0.3798, -0.2138, 0.0765, 0.0477, 0.0474, -0.0354, 0.1218, -0.1144, 0.0392, 0.0151, -0.0625, 0.1384, -0.1915, -0.2082, -0.0515, -0.1682, -0.1971, -0.1663, 0.0046, 0.0248, -0.3151, -0.5539, 0.0838, -0.1161, -0.1368, -0.7230, -0.2090, 0.1372, 0.0988, 0.0953, 0.1034, 0.0737, 0.1401, 0.1267, 0.1234, 0.1093, 0.1316, 0.0915, 0.0985, 0.1236, 0.1264, 0.1083, 0.1295, 0.1307, 0.1623, 0.0828, 0.1306, 0.1158, 0.1414, 0.0838, 0.0931],
  "total_charge": 1
}

# 5
{
  "formula": "C2H9N",
  "method": "ωB97M-V with the def2-TZVPD basis set",
  "elements": ["N", "C", "C", "H", "H", "H", "H", "H", "H", "H", "H", "H"],
  "coordinates": [[-0.6440, -3.3930, 1.6148], [-1.8997, -2.6661, 1.8021], [2.0828, 4.2784, -2.3632], [1.0094, 4.1845, -2.1602], [-0.6113, -4.2152, 2.2047], [-2.1942, -2.6959, 2.8557], [2.4498, 3.3450, -2.7845], [2.2180, 5.0050, -3.1593], [-2.7808, -3.0518, 1.2769], [-1.7406, -1.6247, 1.5456], [2.6607, 4.5547, -1.4962], [-0.5501, -3.7209, 0.6636]],
  "atomic_forces_ev_per_a": [[-0.153, -0.223, 0.091], [-0.152, -0.110, 0.490], [-0.351, -0.226, -0.782], [0.358, 0.042, 0.161], [-0.034, 0.030, -0.050], [0.270, 0.089, -0.030], [-0.005, -0.192, 0.246], [-0.012, 0.309, 0.095], [0.200, -0.032, -0.291], [-0.163, 0.182, -0.144], [0.009, 0.067, 0.280], [0.031, 0.065, -0.067]],
  "lowdin_charge": [-0.0772, -0.2080, -0.0518, 0.0199, 0.0491, 0.0670, 0.0122, 0.0106, 0.0615, 0.0583, 0.0092, 0.0494]
}

# 6
{
  "formula": "C5H8P2",
  "method": "ωB97M-V with the def2-TZVPD basis set",
  "elements": ["P", "P", "C", "C", "C", "C", "C", "H", "H", "H", "H", "H", "H", "H", "H"],
  "coordinates": [[-0.3777, -0.2219, -0.9343], [3.1382, 0.1238, 0.1143], [-0.6951, -2.0684, -0.6014], [-1.7448, 0.8209, -0.2116], [0.6187, 0.3288, 0.4006], [0.0776, 1.2808, 1.1426], [-1.3038, 1.6438, 0.7514], [-1.1278, -2.0255, 0.4473], [2.9542, 0.8310, -1.1279], [-2.6250, 0.9996, -0.7600], [0.2805, -2.5000, -0.7348], [-1.4711, -2.5090, -1.1439], [-1.8211, 2.6149, 1.2149], [0.6794, 1.7957, 1.9387], [3.4178, -1.1145, -0.4958]],
  "atomic_forces_ev_per_a": [[-1.305, 0.247, -0.448], [-2.778, 1.181, 0.483], [-0.248, 2.648, 2.725], [0.596, -0.317, -0.552], [3.710, -1.357, -0.565], [0.952, 1.469, 1.466], [0.031, 1.352, 1.227], [1.180, -0.633, -0.884], [0.131, -0.409, 0.425], [-1.184, -0.018, -0.389], [0.131, -0.611, 0.279], [-0.828, -0.493, -1.539], [1.014, -2.512, -1.185], [-0.855, -0.291, -0.865], [-0.548, -0.256, -0.177]],
  "lowdin_charge": [0.8758, 0.6903, -0.2661, -0.2963, -0.4899, -0.2603, -0.1937, 0.0574, -0.1818, 0.0312, 0.0126, -0.0035, 0.1425, 0.1034, -0.2215]
}

# 7
{
  "formula": "C7H9N4Se",
  "method": "ωB97M-V with the def2-TZVPD basis set",
  "elements": ["Se", "N", "N", "N", "N", "C", "C", "C", "C", "C", "C", "C", "H", "H", "H", "H", "H", "H", "H", "H", "H"],
  "coordinates": [[-2.7814, 0.0497, 0.2286], [2.8996, -2.0861, -0.0931], [1.3708, 2.3395, 0.6342], [-0.2813, 0.6497, 0.8583], [-1.9426, -1.5713, -0.1701], [-0.7195, -1.6955, 0.0468], [0.5072, -1.9749, 0.1442], [1.7994, -1.3554, 0.2199], [-3.5603, 0.4634, -1.4292], [-1.2653, 1.1535, 0.1615], [1.9410, 0.0395, 0.4029], [1.0601, 1.0561, 0.5555], [-4.5950, 0.4018, -1.1393], [-3.5111, 1.5481, -1.7103], [0.6246, 2.9632, 0.6520], [2.3955, 2.4474, 0.5327], [2.7563, -3.0665, 0.1618], [3.8665, -1.6907, 0.0830], [2.9760, 0.4973, 0.3759], [-3.2807, -0.2106, -2.2655], [-0.2597, 0.0417, 1.7500]],
  "atomic_forces_ev_per_a": [[0.479, -1.127, 1.261], [0.820, 0.123, 1.376], [2.284, -1.995, -0.219], [-0.104, 0.599, 1.613], [-1.325, 0.120, -0.283], [1.361, -0.605, -0.365], [1.015, 1.709, 0.933], [-1.841, -1.169, -1.331], [-0.818, 1.135, -1.266], [1.207, 0.258, -0.467], [2.605, 1.795, 0.003], [-0.933, -1.654, 0.959], [-0.684, -0.641, -0.480], [0.830, -0.929, 0.408], [-0.712, 1.820, 0.000], [-1.403, 1.243, -0.021], [0.545, 0.343, -0.557], [-1.865, -0.711, -0.274], [-0.829, -1.192, -0.143], [-0.080, 0.379, 0.808], [-0.552, 0.499, -1.954]],
  "lowdin_charge": [1.2634, 0.1413, 0.2079, -0.0761, -0.1673, -0.3058, 0.0692, -0.3011, -0.2910, -0.2331, -0.0113, -0.3544, 0.0178, 0.0783, 0.0975, 0.1542, 0.1276, 0.1531, 0.1410, 0.0788, 0.2100],
  "total_charge": 1
}

One value per record, in order, for ΔE to the lowest compared entry with this formula, charge and spin: 5.293 5.344 1.544 0.851 0.396 2.680 5.768 eV.
One value per record, in order, for Kohn-Sham gap: 7.7 8.2 10.5 7.8 10.6 8.4 7.3 eV.